The following is a DFT calculation (the ωB97M-V functional and the def2-TZVPD basis) of 3 unconnected molecules or ions with the total composition C28H31ClF5NO11S at a distorted geometry.

```
78
Properties=species:S:1:pos:R:3:forces:R:3
C 0.186640 3.928649 -0.077817 -0.388 0.610 -0.497
C 0.400236 2.807947 -0.431930 0.000 -0.540 -0.273
C 0.653858 1.439550 -0.902877 -0.022 0.415 0.752
C -0.603889 0.527776 -0.709150 0.641 1.208 -0.533
C -1.673903 1.073394 -1.687631 -0.098 -0.921 0.634
C -2.946755 0.517597 -1.622853 -0.562 0.238 -0.297
C -3.930815 0.971008 -2.486677 0.337 0.132 0.136
C -3.593098 1.978303 -3.382846 -0.344 -0.455 0.312
C -2.291532 2.433842 -3.380592 0.097 0.542 -0.416
N -1.327317 2.008227 -2.564250 -0.398 -0.275 0.022
C -0.997060 0.789419 0.768577 -0.122 -0.821 0.087
C -1.753816 -0.326802 1.576589 -0.828 2.375 -0.825
C -3.236430 0.134316 1.661436 -0.075 0.422 0.081
C -3.633322 1.160454 2.450412 0.060 -0.267 -0.695
C -1.236754 -0.268244 3.038292 0.902 -1.588 -0.284
Cl -2.265028 -1.265518 4.130370 0.037 0.194 0.001
C 0.204002 -0.736880 3.272595 0.286 0.794 1.689
C 0.652905 -0.243816 4.689190 0.482 0.004 -0.437
S -1.750668 -1.989464 0.870260 -1.748 -2.408 1.287
O -3.099528 -2.470131 0.855795 -0.133 0.746 -0.884
O -0.913648 -2.892478 1.604511 1.293 0.915 -0.544
O -1.336695 -1.858397 -0.666842 0.049 1.003 0.686
C -0.244822 -0.951158 -1.003396 0.607 -0.239 -0.087
C 1.003606 -1.461372 -0.259439 0.445 0.023 -0.399
C 2.393165 -1.200489 -0.881431 0.486 -0.273 0.395
C 3.430878 -1.013431 0.237954 -0.923 -0.125 0.518
C 3.599388 -2.305742 1.030558 0.212 0.107 -0.392
O 3.923137 -3.331206 0.510028 0.134 -0.253 0.114
O 3.386498 -2.241867 2.367890 -0.298 -0.070 -0.209
C -0.093014 -1.249388 -2.522151 -0.132 -1.314 0.052
F 0.674068 -0.367242 -3.163016 -0.304 0.080 -0.027
F -1.277798 -1.367409 -3.131412 0.217 0.607 -0.110
F 0.486713 -2.465180 -2.678207 0.082 0.311 0.106
H -0.158739 4.937312 -0.111679 0.194 0.121 0.544
H 1.456698 1.081872 -0.256043 0.130 -0.276 -0.325
H 0.954821 1.538510 -1.940293 0.146 -0.312 0.025
H -3.204295 -0.279867 -0.943874 0.190 -0.024 0.064
H -4.920439 0.537542 -2.433127 -0.051 0.085 -0.122
H -4.330260 2.385889 -4.059424 0.090 0.052 -0.089
H -2.028180 3.209221 -4.094925 0.209 -0.036 0.111
H -1.638998 1.665919 0.754794 0.006 0.005 0.099
H -0.133429 1.089861 1.361973 0.229 -0.134 -0.270
H -4.001975 -0.307892 1.034830 -0.039 -1.436 1.149
H -3.179837 2.149384 2.431921 0.933 -0.433 1.283
H -4.483976 0.961745 3.096364 -0.957 0.820 -1.054
H -1.278418 0.758837 3.390940 -0.452 0.111 -0.262
H 0.895744 -0.240996 2.588342 -0.214 -0.223 -0.379
H 0.321580 -1.814461 3.294095 -0.165 -0.013 -0.676
H 0.753393 -1.063468 5.396277 -0.271 0.020 0.063
H -0.005148 0.523108 5.095619 -0.073 -0.098 0.074
H 1.644888 0.207991 4.608790 -0.011 0.023 0.096
H 0.890324 -2.541576 -0.186102 -0.059 0.007 0.097
H 1.005788 -1.090089 0.766040 -0.271 0.124 -0.080
H 2.686172 -2.093951 -1.431139 0.012 0.187 -0.292
H 2.465683 -0.332085 -1.527674 -0.217 -0.091 -0.142
H 3.037162 -0.257567 0.928482 0.361 0.295 -0.150
H 4.394611 -0.701177 -0.156131 0.074 -0.047 0.066
H 2.808103 -1.488902 2.543211 0.213 0.092 0.244
O 3.972304 -9.743908 2.077739 0.047 -0.012 -0.042
C 3.498801 -8.696286 1.797517 0.217 -0.122 0.060
O 3.470138 -7.617251 2.618627 -0.171 -0.065 -0.268
C 2.944295 -6.515234 1.868641 0.005 0.339 0.306
C 2.160746 -7.217360 0.788079 0.283 0.128 -0.309
F 2.158113 -6.513373 -0.370220 -0.051 -0.079 -0.013
O 2.899051 -8.411764 0.602718 -0.240 0.008 0.394
H 3.766097 -5.922966 1.464505 -0.088 -0.017 -0.193
H 2.325005 -5.877336 2.494320 0.036 -0.144 0.157
H 1.132784 -7.464349 1.060007 -0.042 0.054 -0.121
O -0.482661 7.659837 -0.520434 0.026 -0.144 0.033
C -0.466204 7.599100 -1.702499 0.097 -0.044 0.314
O 0.514031 8.109206 -2.486452 -0.277 -0.117 -0.160
C 0.239087 7.712638 -3.834124 0.271 0.222 -0.190
C -1.247982 7.453997 -3.787984 0.043 -0.422 -0.036
F -1.613477 6.466024 -4.641886 -0.058 0.022 0.041
O -1.439717 7.010695 -2.457421 0.100 0.441 -0.098
H 0.802623 6.808929 -4.070403 -0.164 -0.098 -0.003
H 0.512858 8.496550 -4.535506 0.043 0.127 0.184
H -1.867034 8.334120 -3.970179 -0.076 -0.077 -0.094
```
Positions in Å, forces in eV/Å.

Properties
Charge = 0
Orbital gap = 9.1 eV
SMILES string = C#CC[C@]1(c2ccccn2)C[C@](C=C)([C@@H](Cl)CC)S(=O)(=O)O[C@@]1(CCCC(=O)O)C(F)(F)F.O=C1OC[C@@H](F)O1.O=C1OC[C@@H](F)O1
Electronic energy = -90492.2907 eV

=====

The following is a DFT calculation (the ωB97M-V functional and the def2-TZVPD basis) of a molecular structure, C28H31CoN3O2 at a distorted geometry.

```
65
Properties=species:S:1:pos:R:3:forces:R:3
C -2.790906 -0.355639 -1.403201 -2.979 -0.591 2.432
C -2.751203 1.299717 -1.383326 -1.936 0.253 2.791
H -2.977756 -0.782855 -2.430702 -0.021 -0.086 0.358
H -3.707944 -0.667199 -0.863591 0.304 0.694 -0.319
H -1.989795 -0.844367 -0.806254 -0.241 0.506 -0.305
H -3.548820 1.750224 -2.004329 0.551 -0.450 0.330
H -2.973125 1.490231 -0.310281 0.068 0.014 -0.612
H -1.783550 1.856193 -1.459894 -0.751 -0.404 -0.040
C -0.761120 -2.649275 -2.215165 1.069 0.746 -0.306
C 0.154953 -3.693070 -2.056485 -0.212 0.165 0.034
C 1.513224 -3.447408 -2.260168 -0.154 0.340 -0.240
C 1.925027 -2.151308 -2.548365 -0.352 0.527 -0.018
H -1.833187 -2.774336 -2.059439 0.311 -0.140 -0.167
H -0.195661 -4.679969 -1.763875 0.050 0.200 -0.122
H 2.256388 -4.240635 -2.187260 -0.273 0.129 0.031
H 2.966387 -1.884470 -2.710576 -0.167 -0.329 0.210
N -0.362037 -1.390319 -2.521275 1.118 -1.271 0.415
C 0.979231 -1.117370 -2.595409 -1.173 -1.801 0.111
C 1.321462 0.291967 -2.601306 -0.254 2.330 -0.064
N 0.240286 1.132143 -2.481665 2.849 0.943 0.772
C 0.442652 2.453564 -2.276580 0.706 -1.277 -0.487
C 2.828569 2.171551 -2.519839 -0.413 0.112 -0.038
C 1.725361 3.006338 -2.316760 -0.285 -0.081 0.093
H -0.463894 3.031054 -2.091987 0.469 0.116 -0.175
H 1.823705 4.082617 -2.184599 0.140 -0.315 0.021
C 2.631488 0.800066 -2.645609 -0.684 -0.397 -0.024
H 3.464394 0.107271 -2.782628 -0.216 0.405 0.116
H 3.835136 2.584795 -2.579063 -0.285 -0.081 0.073
Co -1.518888 0.333097 -2.594170 3.413 -0.349 -3.058
C -1.916015 1.204939 -4.287903 -0.561 0.260 -1.054
H -1.135969 0.773233 -4.930902 -0.027 0.144 -0.167
H -1.715401 2.285198 -4.209510 0.022 -0.184 -0.024
H -2.872305 1.090595 -4.809635 0.076 -0.061 0.033
C 3.388526 1.315061 2.615954 0.189 0.189 0.094
C 2.721648 0.025983 2.242805 -0.029 -0.363 -0.186
C 3.255869 -0.772235 1.230146 -0.012 0.115 -0.026
C 2.623845 -1.953083 0.838182 -0.059 -0.120 0.280
C 1.382429 -2.278423 1.369730 0.147 0.370 -0.103
C 0.781635 -1.399276 2.284519 0.508 -0.044 -0.157
N -0.571930 -1.588168 2.573928 -0.636 -0.796 0.546
C -1.582231 -0.630635 2.659695 -0.249 0.394 -0.088
C -2.800617 -0.962056 3.283650 0.307 0.139 0.062
C -3.759947 0.019861 3.523727 0.158 0.173 -0.253
C -3.521851 1.347372 3.136169 0.012 -0.003 -0.025
C -2.353677 1.664235 2.436510 -0.183 -0.473 0.162
C -1.424617 0.666938 2.131002 -0.058 -0.150 0.054
C -0.316946 0.963693 1.135875 0.922 0.554 0.051
O 0.317194 2.039993 1.301117 -0.596 -0.729 -0.563
O -0.141734 0.075246 0.247922 -0.410 0.724 -0.160
C 1.525128 -0.351635 2.870420 -0.143 -0.570 -0.610
C 1.039227 0.354247 4.091589 -0.238 0.421 0.159
H 2.726414 2.164701 2.394470 0.028 -0.251 0.083
H 3.646386 1.350299 3.681530 -0.036 0.041 -0.154
H 4.309511 1.448795 2.040864 -0.070 -0.025 0.092
H 4.186979 -0.452354 0.754550 -0.239 -0.176 0.116
H 3.091319 -2.606989 0.103076 -0.070 0.122 0.154
H 0.824696 -3.158044 1.030015 0.166 0.360 0.006
H -0.899474 -2.549385 2.581260 0.185 0.364 -0.013
H -2.946682 -1.997512 3.603147 -0.059 0.322 0.065
H -4.690006 -0.244929 4.027498 0.234 0.061 -0.122
H -4.247171 2.133995 3.354445 0.166 -0.301 -0.006
H -2.139441 2.683708 2.105430 -0.101 -0.336 0.044
H 0.576528 1.319361 3.844332 0.035 -0.143 0.058
H 0.309655 -0.253236 4.634644 0.058 0.099 -0.104
H 1.878645 0.557923 4.763564 -0.085 -0.037 -0.058
```
Positions in Å, forces in eV/Å.

Properties
Multiplicity = 4
Charge = 0
Relative energy (zero: lowest compared OMol25 entry of this formula, charge and spin) = 53.5 kcal per mole
Orbital gap (alpha / beta) = 6.0 / 5.7 eV
Electronic energy = -75728.4223 eV

=====

The following is a DFT calculation (the ωB97M-V functional and the def2-TZVPD basis) of 2 unconnected molecules or ions with the total composition C28H31N2 at a distorted geometry.

```
61
Properties=species:S:1:pos:R:3:forces:R:3
C 6.320194 0.100013 0.017345 0.331 -0.064 0.001
C 4.908327 0.606021 0.051399 -0.408 0.020 -0.133
C 3.955130 0.081187 -0.828860 -0.169 0.280 0.490
C 2.620350 0.503376 -0.796221 0.702 0.377 0.380
C 1.670190 -0.076674 -1.786353 -0.356 0.014 -0.705
C 2.256125 1.504108 0.122897 0.805 -0.254 -0.149
N 0.917551 1.948691 0.145588 -1.675 0.438 0.167
C -0.166177 1.102777 0.163572 -0.013 0.307 0.288
N -1.240600 1.953987 0.224128 1.656 0.492 -0.170
C -2.585045 1.526716 0.264701 -0.869 -0.168 -0.153
C -2.948095 0.538800 1.192968 -0.578 0.350 -0.411
C -1.961892 -0.005627 2.171433 0.038 -0.611 0.561
C -4.276882 0.097307 1.205558 0.328 0.203 -0.289
C -5.225934 0.612631 0.315783 0.356 0.092 0.032
C -6.637065 0.103248 0.338217 -0.333 -0.071 -0.020
C -4.829044 1.599916 -0.590266 0.113 -0.133 0.345
C -3.518617 2.082271 -0.630913 0.139 -0.709 0.426
C -3.141914 3.084111 -1.677555 -0.244 0.358 -0.443
C -0.821997 3.296331 0.217574 -0.793 -0.449 0.188
C 0.504964 3.293836 0.171366 0.828 -0.463 -0.143
C 3.197423 2.069360 1.006347 -0.058 -0.686 -0.403
C 2.830997 3.079989 2.049510 0.269 0.384 0.454
C 4.511376 1.594718 0.956108 -0.207 -0.098 -0.281
H 6.929200 0.586994 0.786371 -0.076 -0.127 -0.161
H 6.352872 -0.984949 0.189828 0.023 0.254 -0.026
H 6.789416 0.289798 -0.958163 -0.113 -0.032 0.230
H 4.244895 -0.675675 -1.562643 -0.021 0.186 0.196
H 0.675235 0.374048 -1.712606 0.376 -0.320 -0.150
H 2.060732 0.094114 -2.801795 -0.085 -0.197 0.233
H 1.563375 -1.160423 -1.632412 -0.046 0.208 -0.079
H -2.477464 -0.741356 2.803690 0.171 0.192 0.008
H -1.118761 -0.495968 1.666698 -0.229 0.273 0.195
H -1.551357 0.778696 2.825504 -0.047 -0.205 -0.244
H -4.560311 -0.673287 1.925706 -0.015 0.212 -0.165
H -7.237769 0.594624 -0.434431 0.068 -0.126 0.155
H -6.672066 -0.980753 0.159632 0.000 0.259 0.047
H -7.116380 0.292397 1.308982 0.131 -0.045 -0.227
H -5.549930 2.008859 -1.296559 0.064 -0.108 0.147
H -4.010648 3.228562 -2.333706 0.311 0.036 0.082
H -2.885824 4.068516 -1.263523 -0.084 -0.295 -0.176
H -2.302597 2.745503 -2.300916 -0.120 0.087 0.245
H -1.519023 4.107186 0.266349 0.005 0.134 0.060
H 1.202297 4.105127 0.134058 -0.002 0.113 -0.053
H 3.709577 3.232181 2.690875 -0.311 0.027 -0.077
H 2.568805 4.062269 1.634078 0.087 -0.310 0.169
H 2.003432 2.748318 2.692369 0.114 0.068 -0.276
H 5.234494 2.016007 1.653169 -0.066 -0.128 -0.147
C -0.083409 -3.307654 0.480331 -0.152 0.073 0.282
C 1.261371 -3.634545 0.627369 0.148 0.175 0.287
C 2.050007 -4.454022 -0.173989 0.337 -0.007 0.170
C 1.695672 -5.158316 -1.318156 0.210 -0.181 -0.174
C 0.456213 -5.220120 -1.944856 -0.008 -0.189 -0.264
C -0.728316 -4.593131 -1.576783 -0.331 -0.012 -0.140
C -0.969538 -3.745926 -0.498760 -0.355 0.135 -0.009
H -0.509251 -2.654263 1.251724 0.212 -0.179 -0.374
H 1.764561 -3.196673 1.497930 -0.196 -0.123 -0.379
H 3.091274 -4.568534 0.149076 -0.399 0.063 -0.135
H 2.494910 -5.749351 -1.780088 -0.312 0.238 0.170
H 0.401295 -5.853187 -2.838294 0.038 0.258 0.350
H -1.595507 -4.799945 -2.215525 0.362 0.087 0.241
H -2.000836 -3.382235 -0.404869 0.450 -0.099 -0.043
```
Positions in Å, forces in eV/Å.

Properties
Charge = +1
Relative energy (zero: lowest compared OMol25 entry of this formula, charge and spin) = 59.0 kcal per mole
Orbital gap = 5.2 eV
Electronic energy = -32511.0451 eV